[1]
{"formula": "C22H51N2O11P2", "method": "ωB97M-V/def2-TZVPD", "e_lumo_ev": 1.773, "orbital_gap_ev": 5.7190, "charge": -1, "energy_ev": -67727.1036, "fmax_ev_per_a": 4.35, "homo_energy_ev": -3.946, "species": ["C", "C", "N", "C", "N", "C", "C", "C", "C", "C", "O", "C", "C", "O", "O", "H", "H", "H", "H", "H", "H", "H", "H", "H", "H", "H", "H", "H", "H", "H", "H", "H", "H", "H", "H", "H", "O", "P", "O", "C", "C", "O", "C", "C", "O", "C", "C", "H", "H", "H", "H", "H", "H", "H", "H", "H", "H", "H", "H", "H", "H", "H", "O", "P", "O", "C", "C", "O", "C", "C", "O", "C", "C", "H", "H", "H", "H", "H", "H", "H", "H", "H", "H", "H", "H", "H", "H", "H"], "coordinates": [[-2.5384, -1.8539, -5.0193], [-2.3831, -1.4273, -6.4961], [-1.0940, -0.8450, -6.8092], [0.0402, -1.7518, -6.8502], [0.5292, -2.1117, -5.5133], [1.1946, -1.0184, -7.5718], [1.5312, 0.3778, -7.0455], [2.3681, 0.4231, -5.7524], [3.7044, -0.3373, -5.8357], [3.9213, -1.4170, -4.7555], [3.1961, -1.2151, -3.5653], [3.6925, -0.1376, -2.7932], [-0.1941, -3.0502, -7.7203], [0.3908, -4.0895, -7.3381], [-0.9067, -2.9121, -8.7427], [-3.3198, -1.2510, -4.5480], [-2.8993, -2.8817, -4.9671], [-1.6378, -1.6974, -4.4344], [-3.1280, -0.6479, -6.6791], [-2.6658, -2.2594, -7.1497], [-1.1346, -0.2901, -7.6484], [1.4906, -2.3969, -5.6161], [0.0160, -2.9061, -5.1576], [2.0691, -1.6714, -7.5696], [0.8759, -0.9329, -8.6138], [2.1202, 0.8855, -7.8209], [0.6405, 0.9811, -6.8771], [2.6046, 1.4786, -5.5839], [1.7324, 0.0928, -4.9343], [3.7979, -0.8243, -6.8082], [4.5192, 0.3894, -5.8085], [4.9910, -1.4065, -4.4964], [3.7329, -2.4100, -5.1595], [3.9511, -0.5229, -1.8059], [4.5504, 0.3409, -3.2702], [2.9117, 0.6223, -2.7104], [-1.5811, -1.9455, 2.3754], [-1.9808, -1.6651, 0.9884], [-0.7964, -1.0007, 0.1525], [0.4877, -1.6358, 0.1234], [0.4702, -2.9203, -0.6811], [-2.9962, -0.4133, 1.0326], [-3.3926, 0.1779, 2.2648], [-2.4922, 1.3383, 2.6324], [-2.7907, -2.4250, -0.1554], [-3.1230, -3.8258, -0.0774], [-3.7433, -4.2121, 1.2508], [0.8360, -1.8188, 1.1432], [1.1718, -0.9229, -0.3344], [-0.0894, -3.7014, -0.1564], [1.4824, -3.2893, -0.8451], [-0.0060, -2.7632, -1.6489], [-3.4187, -0.5648, 3.0627], [-4.4152, 0.5326, 2.1213], [-1.4428, 1.0415, 2.6327], [-2.7468, 1.7256, 3.6212], [-2.5954, 2.1453, 1.9052], [-2.2316, -4.4239, -0.2789], [-3.8240, -4.0105, -0.8889], [-3.0207, -4.1253, 2.0648], [-4.0892, -5.2455, 1.2203], [-4.5871, -3.5620, 1.4858], [-0.9838, 3.2109, 7.2168], [0.4730, 3.1647, 7.0382], [0.8874, 3.4482, 5.5191], [0.3947, 4.6135, 4.8543], [1.0278, 5.8881, 5.3802], [0.9292, 1.6296, 7.1338], [-0.0088, 0.5866, 7.4075], [-0.5512, -0.0053, 6.1248], [1.7489, 3.7176, 7.8289], [1.6263, 4.6689, 8.9054], [0.5791, 4.2739, 9.9281], [-0.6936, 4.6583, 4.9406], [0.6356, 4.4835, 3.8005], [0.6692, 6.1142, 6.3884], [0.7741, 6.7342, 4.7414], [2.1126, 5.7886, 5.4240], [-0.8147, 0.9467, 8.0470], [0.5336, -0.1737, 7.9720], [-0.9572, 0.7715, 5.4765], [-1.3339, -0.7362, 6.3315], [0.2443, -0.4998, 5.5667], [1.4133, 5.6596, 8.4958], [2.6079, 4.7175, 9.3737], [-0.4249, 4.3147, 9.5016], [0.6071, 4.9526, 10.7808], [0.7491, 3.2555, 10.2792]], "forces_ev_per_a": [[-0.56, 0.25, -0.16], [-0.44, 0.21, 0.12], [0.08, -0.06, 0.76], [0.85, -0.37, -0.44], [-0.39, 0.91, 0.35], [-0.74, 0.28, 0.00], [0.78, -0.07, 0.06], [-0.24, 0.28, -0.42], [-0.25, 0.03, 0.06], [0.81, 0.43, -0.20], [0.08, -0.23, 0.04], [-0.48, -0.12, -0.29], [-0.32, -0.42, -0.45], [0.02, 0.19, 0.17], [0.10, 0.29, 0.17], [0.04, 0.04, 0.06], [0.32, -0.14, 0.17], [0.13, -0.16, -0.09], [0.05, 0.05, -0.12], [0.30, -0.07, -0.08], [-0.09, -0.27, -0.24], [-0.05, -0.37, 0.06], [0.16, -0.25, -0.19], [0.01, -0.04, 0.01], [0.06, -0.02, -0.06], [-0.06, 0.04, -0.06], [-0.15, -0.13, -0.10], [-0.09, 0.02, 0.18], [0.18, -0.22, 0.09], [0.00, -0.03, -0.02], [0.06, -0.02, 0.14], [0.04, -0.17, -0.08], [-0.50, -0.06, 0.26], [0.13, 0.18, 0.08], [0.16, -0.07, 0.13], [-0.01, 0.03, 0.15], [-0.07, -2.00, -0.34], [-0.59, 4.17, -0.58], [0.06, -0.45, 0.13], [0.40, -0.17, -0.14], [-0.23, -0.10, 0.03], [-0.08, -0.28, -0.10], [-0.01, 0.22, 0.20], [0.12, 0.15, -0.09], [0.51, -1.51, 1.03], [-0.10, -0.28, -0.03], [0.12, 0.09, 0.19], [-0.12, 0.04, 0.04], [-0.15, 0.11, -0.04], [0.06, 0.01, 0.03], [0.02, 0.04, 0.00], [0.10, 0.06, -0.04], [0.14, -0.07, -0.05], [0.01, -0.03, -0.10], [-0.03, -0.13, 0.10], [-0.01, 0.00, 0.00], [-0.04, 0.00, 0.01], [0.03, 0.06, 0.00], [0.03, 0.17, -0.07], [-0.02, 0.01, -0.04], [-0.03, 0.00, -0.08], [-0.05, -0.04, -0.06], [0.16, 1.75, 1.12], [1.09, -3.65, -2.10], [-0.05, 0.46, 0.32], [-0.09, 0.27, -0.23], [0.00, -0.06, 0.18], [0.12, 0.22, 0.28], [-0.21, -0.31, -0.10], [0.12, 0.02, -0.18], [-1.27, 1.24, 0.63], [0.00, 0.17, 0.25], [-0.20, -0.06, -0.09], [0.01, -0.07, 0.06], [0.06, -0.12, 0.03], [-0.01, 0.02, -0.03], [-0.02, -0.02, -0.02], [0.00, 0.00, -0.06], [0.00, 0.17, -0.08], [0.11, 0.07, -0.02], [-0.11, 0.03, 0.10], [0.01, 0.00, 0.01], [-0.01, -0.04, 0.01], [0.00, -0.03, -0.05], [0.07, -0.10, -0.13], [0.05, -0.01, 0.00], [0.09, 0.01, 0.00], [0.07, 0.02, 0.05]], "mulliken_charge": [-1.10, -0.51, -0.39, 1.03, -0.38, -1.62, -1.19, -0.56, -0.75, -0.92, -0.28, -0.80, 0.24, -0.77, -0.76, 0.39, 0.28, 0.28, 0.46, 0.32, 0.31, -0.08, 0.33, 0.50, 0.64, 0.34, 0.48, 0.44, 0.38, 0.45, 0.41, 0.51, 0.42, 0.23, 0.42, 0.26, -0.77, 0.93, -0.31, -0.23, -0.99, -0.35, -0.37, -1.01, -0.20, -0.18, -1.13, 0.24, 0.27, 0.27, 0.44, 0.23, 0.31, 0.32, 0.28, 0.35, 0.34, 0.27, 0.30, 0.31, 0.41, 0.27, -0.74, 1.04, -0.35, -0.27, -1.01, -0.36, -0.37, -0.77, -0.29, -0.15, -1.14, 0.27, 0.34, 0.18, 0.42, 0.29, 0.31, 0.33, 0.07, 0.38, 0.28, 0.23, 0.29, 0.34, 0.40, 0.28]}

***

[2]
{"formula": "C3H10N", "method": "ωB97M-V/def2-TZVPD", "e_lumo_ev": [0.742, 0.532], "orbital_gap_ev": [4.4598, 9.0823], "energy_ev": -4758.9992, "fmax_ev_per_a": 1.13, "homo_energy_ev": [-3.718, -8.550], "e_above_lowest_ev": 2.322, "multiplicity": 2, "s_squared": 0.754, "species": ["C", "H", "H", "H", "H", "C", "C", "N", "H", "H", "H", "H", "H", "H"], "coordinates": [[2.0664, -2.3190, -0.5221], [1.0996, -2.5433, -0.0859], [2.6995, -3.1981, -0.3753], [2.5712, -1.5009, -0.0148], [2.0022, -2.1150, -1.5842], [-0.9595, 1.0192, 0.8258], [-0.1284, 0.5214, -0.1678], [-1.9816, 2.0076, 0.3955], [-0.8589, 0.9855, 1.8977], [0.5849, -0.2494, 0.0641], [-0.3862, 0.6654, -1.2139], [-1.9924, 1.9981, -0.6211], [-2.9112, 1.7427, 0.7190], [-1.8055, 2.9859, 0.6830]], "forces_ev_per_a": [[0.67, -0.56, 0.22], [-0.14, 0.23, -0.04], [-0.06, -0.01, -0.12], [-0.24, 0.17, 0.02], [-0.17, 0.09, -0.09], [-0.98, -0.56, 0.05], [0.07, 0.35, -0.05], [0.05, -0.54, 0.17], [0.26, 0.01, -0.10], [0.22, 0.22, 0.00], [-0.03, -0.24, 0.11], [-0.03, 0.10, -0.16], [0.26, 0.10, -0.04], [0.12, 0.64, 0.04]], "mulliken_charge": [-1.05, 0.25, 0.29, 0.26, 0.24, -0.31, -0.68, -0.81, 0.43, -0.01, 0.10, 0.35, 0.49, 0.44]}

***

[3]
{"formula": "C3H3FN2O2", "method": "ωB97M-V/def2-TZVPD", "e_lumo_ev": 0.450, "orbital_gap_ev": 10.0355, "energy_ev": -12949.7014, "fmax_ev_per_a": 6.12, "homo_energy_ev": -9.586, "e_above_lowest_ev": 3.168, "species": ["O", "C", "N", "N", "C", "C", "F", "O", "H", "H", "H"], "coordinates": [[2.4683, 1.6089, 0.4439], [1.5987, 0.8546, 0.1864], [1.3159, 0.2993, -1.0956], [-0.0609, -0.1306, -1.1862], [-0.3705, -0.1136, 0.1044], [-1.6746, -0.5922, 0.5396], [-1.5098, -1.9301, 0.9896], [0.3837, 0.4812, 0.9030], [2.2380, 0.0415, -1.8086], [-2.3100, -0.6219, -0.5179], [-2.0790, 0.1028, 1.4413]], "forces_ev_per_a": [[0.18, -0.24, 1.58], [-1.66, -0.95, -3.76], [2.47, 0.11, -0.68], [2.44, -1.06, 2.29], [-2.62, -0.73, -5.48], [-2.47, 0.09, -0.53], [-0.39, 1.20, -0.12], [4.66, 2.30, 3.20], [-4.29, 1.03, 2.59], [1.12, 0.13, 3.19], [0.54, -1.89, -2.28]], "mulliken_charge": [-0.48, 0.46, -0.12, -0.47, 0.62, -0.23, -0.27, -0.28, 0.33, 0.24, 0.21]}